No. 1
Computed, not measured: a structure of composition C22H35DyO3, with ωB97M-V/def2-TZVPD.

## Properties
Charge: 0
F_max in Eh/bohr: 0.0584
Spin multiplicity: 6
Gap between HOMO and LUMO (alpha / beta) in eV: 7.40 / 7.45
HOMO energy (alpha / beta) in eV: -7.1 / -7.1
DFT total energy in eV: -53605.47796
LUMO (alpha / beta) in eV: 0.35 / 0.36
Energy above the lowest of the compared OMol25 structures with the same formula, charge and spin in kJ/mol: 219.28

Element x y z (Å)
O  -0.191  -1.575  -0.446
C  -1.382  -2.153  0.191
C  -1.143  -3.547  -0.352
H  -2.240  -1.679  -0.285
H  -1.386  -1.990  1.264
C  0.004  -2.869  -1.179
H  -2.007  -3.945  -0.905
H  -0.734  -4.204  0.443
C  -0.416  -2.563  -2.627
H  -1.388  -2.027  -2.617
H  -0.484  -3.542  -3.146
H  0.274  -1.851  -3.160
C  1.416  -3.476  -0.868
H  1.482  -3.651  0.222
H  2.266  -2.797  -1.155
H  1.499  -4.457  -1.381
Dy  0.814  0.628  0.269
C  2.611  -0.137  2.135
C  1.869  0.683  3.031
C  0.584  0.102  3.215
H  2.262  1.534  3.577
C  0.544  -1.106  2.465
C  1.789  -1.250  1.778
H  2.100  -2.111  1.183
H  3.656  0.009  1.857
H  -0.207  0.485  3.859
H  -0.266  -1.832  2.489
C  3.132  1.228  -0.669
C  2.951  -0.172  -0.876
C  1.983  -0.336  -1.906
H  3.498  -0.986  -0.396
C  1.507  0.947  -2.293
C  2.248  1.921  -1.555
H  2.201  2.999  -1.702
H  3.861  1.686  -0.002
H  1.769  -1.269  -2.409
H  0.766  1.128  -3.071
O  -2.588  -0.130  -1.655
C  -3.657  -1.171  -1.945
C  -5.085  -0.545  -1.805
H  -3.567  -1.946  -1.160
H  -3.465  -1.713  -2.881
C  -4.831  0.764  -1.010
H  -5.687  -1.270  -1.241
H  -5.642  -0.448  -2.750
C  -3.260  0.884  -0.814
H  -5.399  0.722  -0.065
H  -5.221  1.660  -1.524
H  -2.974  0.602  0.243
H  -2.946  1.951  -0.984
C  0.857  3.991  2.944
C  1.387  3.780  1.542
C  2.899  3.959  1.560
O  0.953  2.508  1.081
H  1.237  3.169  3.547
H  -0.227  3.904  2.964
H  1.170  4.937  3.391
H  0.977  4.533  0.853
H  3.354  3.235  2.236
H  3.362  3.818  0.584
H  3.112  4.978  1.909

Atomic partial charges in e from the Löwdin method, atoms 1 to 4:
1 O -0.254
2 C -0.168
3 C -0.046
4 H 0.060

***

No. 2
Computed, not measured: a structure of composition C22H35F9O26S5, with ωB97M-V/def2-TZVPD.

## Properties
Charge: 0
F_max in Eh/bohr: 0.1155
Spin multiplicity: 1
Gap between HOMO and LUMO in eV: 11.14
HOMO energy in eV: -11.1
DFT total energy in eV: -155241.63585
LUMO in eV: -0.01
Energy above the lowest of the compared OMol25 structures with the same formula, charge and spin in kJ/mol: 521.11

Element x y z (Å)
C  3.349  -4.003  -1.509
C  2.774  -5.320  -2.083
O  1.939  -5.150  -3.176
C  2.401  -5.325  -4.514
O  3.642  -5.447  -4.710
C  1.239  -5.279  -5.575
F  0.050  -5.228  -4.904
F  1.357  -4.160  -6.384
F  1.177  -6.404  -6.278
H  3.649  -3.355  -2.333
H  4.108  -4.165  -0.743
H  2.526  -3.489  -1.012
H  2.225  -5.812  -1.280
H  3.625  -5.971  -2.285
C  2.680  -1.902  1.889
C  1.977  -2.177  3.168
O  2.905  -1.924  4.238
C  3.043  -0.672  4.752
O  2.553  0.288  4.190
C  3.975  -0.478  5.974
F  4.773  0.632  5.759
F  3.242  -0.181  7.047
F  4.658  -1.599  6.212
H  2.050  -1.853  1.001
H  3.296  -2.773  1.664
H  3.205  -0.948  1.850
H  1.654  -3.218  3.155
H  1.067  -1.582  3.248
C  -4.814  2.786  3.395
C  -3.307  2.543  3.054
O  -2.845  1.389  3.734
C  -2.828  0.148  3.122
O  -3.285  -0.102  1.954
C  -2.381  -0.968  4.096
F  -3.340  -1.964  4.211
F  -1.284  -1.557  3.624
F  -2.032  -0.479  5.268
H  -5.345  1.850  3.566
H  -5.265  3.347  2.575
H  -4.871  3.356  4.322
H  -2.674  3.410  3.243
H  -3.078  2.492  1.989
C  0.226  4.057  4.726
C  0.468  3.063  3.574
O  0.103  3.774  2.390
S  0.102  5.413  2.559
O  -1.208  5.953  2.339
O  1.262  6.038  1.886
O  0.397  5.396  4.216
H  0.933  3.973  5.552
H  -0.789  3.956  5.111
H  -0.166  2.182  3.675
H  1.452  2.604  3.479
C  -3.701  -1.617  -4.557
C  -2.328  -2.244  -4.655
O  -1.557  -1.596  -5.608
S  -2.065  -0.024  -5.733
O  -2.078  0.440  -7.110
O  -1.365  0.789  -4.718
O  -3.658  -0.404  -5.186
H  -4.143  -1.410  -3.583
H  -4.514  -2.252  -4.910
H  -2.295  -3.312  -4.873
H  -1.795  -2.009  -3.734
C  5.392  1.716  -2.846
C  5.733  0.476  -2.019
O  4.783  0.282  -1.020
S  4.210  1.840  -0.684
O  5.275  2.611  -0.004
O  2.860  1.904  -0.054
O  4.253  2.262  -2.238
H  5.134  1.490  -3.880
H  6.221  2.423  -2.855
H  6.735  0.498  -1.592
H  5.807  -0.346  -2.732
C  -5.214  1.348  -0.684
C  -4.351  1.103  -1.980
O  -4.064  2.391  -2.311
S  -3.890  3.506  -1.080
O  -4.338  4.860  -1.456
O  -2.615  3.350  -0.371
O  -5.020  2.716  -0.187
H  -4.906  0.530  -0.032
H  -6.281  1.310  -0.904
H  -4.881  0.594  -2.785
H  -3.406  0.615  -1.743
C  -0.760  0.945  0.075
C  -0.471  0.969  -1.390
O  -0.708  -0.391  -1.832
S  -0.968  -1.442  -0.562
O  -0.088  -2.632  -0.543
O  -2.424  -1.595  -0.470
O  -0.420  -0.315  0.549
H  -1.843  0.985  0.193
H  -0.226  1.679  0.679
H  0.564  1.173  -1.663
H  -1.164  1.619  -1.925

Atomic partial charges in e from the Löwdin method, atoms 1 to 4:
1 C -0.044
2 C -0.250
3 O -0.018
4 C -0.207

***

No. 3
Computed, not measured: a structure of composition C22H36Br3MgN4S2Si2Te, with ωB97M-V/def2-TZVPD.

## Properties
Charge: +1
F_max in Eh/bohr: 0.0092
Spin multiplicity: 1
Gap between HOMO and LUMO in eV: 7.30
HOMO energy in eV: -10.6
DFT total energy in eV: -289649.29582
LUMO in eV: -3.29
Energy above the lowest of the compared OMol25 structures with the same formula, charge and spin in kJ/mol: 15.12

Element x y z (Å)
Mg  0.132  0.207  -0.148
C  0.469  5.559  -1.161
S  -0.318  4.941  0.336
C  -0.498  3.227  0.065
S  0.134  2.424  -1.326
N  -1.185  2.694  1.056
N  -1.177  1.334  1.028
C  -1.985  0.702  1.784
C  -1.861  -0.766  1.833
C  -2.628  -1.507  2.718
C  -2.439  -2.877  2.794
C  -1.485  -3.470  1.984
C  -0.774  -2.664  1.112
N  -0.951  -1.346  1.023
H  0.162  6.599  -1.252
H  1.551  5.498  -1.086
H  0.123  5.000  -2.026
H  -2.717  1.221  2.396
H  -3.350  -1.003  3.345
H  -3.026  -3.474  3.479
H  -1.294  -4.533  2.017
H  -0.037  -3.098  0.446
Br  -1.941  -3.208  -2.276
C  -3.426  -1.982  -2.334
Br  -3.112  -0.255  -1.528
H  -4.228  -2.447  -1.778
H  -3.697  -1.820  -3.369
Br  3.943  -2.528  3.400
C  3.118  -0.896  2.972
C  3.437  0.271  3.648
C  2.768  1.432  3.301
C  1.813  1.388  2.299
N  1.519  0.264  1.639
C  2.166  -0.859  1.971
H  4.186  0.266  4.429
H  2.982  2.365  3.802
H  1.257  2.274  2.015
H  1.920  -1.762  1.425
C  2.283  -1.854  -5.413
Si  1.610  -0.145  -5.104
C  2.130  1.031  -6.445
C  -0.235  -0.158  -4.926
C  2.344  0.521  -3.495
Te  2.350  -0.697  -1.733
C  3.802  0.583  -0.812
Si  5.567  -0.056  -1.049
C  5.922  -0.284  -2.863
C  5.699  -1.680  -0.140
C  6.737  1.182  -0.303
H  1.846  -2.291  -6.314
H  2.069  -2.529  -4.581
H  3.367  -1.825  -5.552
H  1.762  0.695  -7.417
H  3.219  1.103  -6.507
H  1.734  2.033  -6.266
H  -0.716  -0.357  -5.887
H  -0.601  0.804  -4.555
H  -0.545  -0.929  -4.236
H  1.862  1.460  -3.220
H  3.411  0.709  -3.635
H  3.574  0.671  0.251
H  3.622  1.556  -1.271
H  5.177  -0.921  -3.348
H  6.894  -0.767  -2.989
H  5.958  0.672  -3.391
H  4.845  -2.333  -0.341
H  5.753  -1.515  0.939
H  6.599  -2.224  -0.435
H  6.732  2.125  -0.854
H  7.758  0.790  -0.327
H  6.487  1.395  0.739

Atomic partial charges in e from the Löwdin method, atoms 1 to 4:
1 Mg 0.247
2 C -0.416
3 S 0.887
4 C -1.103

***

No. 4
Computed, not measured: a structure of composition C22H36CaO2P2, with ωB97M-V/def2-TZVPD.

## Properties
Charge: 0
F_max in Eh/bohr: 0.0346
Spin multiplicity: 1
Gap between HOMO and LUMO in eV: 6.24
HOMO energy in eV: -6.2
DFT total energy in eV: -64508.91634
LUMO in eV: 0.04
Energy above the lowest of the compared OMol25 structures with the same formula, charge and spin in kJ/mol: 0.00

Element x y z (Å)
P  -1.385  -0.614  -1.411
P  0.587  0.094  1.118
C  0.460  -0.624  -1.624
C  1.276  -0.834  -0.337
H  0.716  0.337  -2.089
H  0.727  -1.387  -2.365
H  1.299  -1.897  -0.063
H  2.323  -0.545  -0.513
C  1.435  1.722  1.029
H  1.145  2.335  1.897
H  1.128  2.263  0.121
H  2.526  1.621  1.021
C  1.246  -0.651  2.661
H  2.345  -0.704  2.704
H  0.825  -1.667  2.778
H  0.882  -0.047  3.514
C  -2.054  0.123  -2.960
H  -3.156  0.033  -2.940
H  -1.673  -0.349  -3.876
H  -1.808  1.198  -2.983
C  -1.842  -2.383  -1.546
H  -1.480  -2.906  -0.648
H  -1.421  -2.867  -2.438
H  -2.938  -2.479  -1.571
Ca  -1.944  1.335  0.702
C  4.378  -1.708  -1.443
C  4.356  -0.371  -1.666
C  4.712  0.267  -2.976
C  4.290  -0.532  -4.250
C  2.871  -1.035  -4.201
C  2.455  -2.206  -3.709
C  3.362  -3.287  -3.185
C  4.642  -2.788  -2.454
C  -4.149  0.594  0.220
H  4.263  -2.098  -0.420
H  4.268  0.312  -0.810
H  5.804  0.429  -3.011
H  4.249  1.263  -3.036
H  4.347  0.185  -5.091
H  5.021  -1.329  -4.450
H  2.160  -0.354  -4.708
H  1.402  -2.512  -3.858
H  3.667  -3.933  -4.030
H  2.806  -3.934  -2.490
H  5.028  -3.658  -1.886
H  5.415  -2.520  -3.188
H  -4.376  0.148  1.212
H  -4.456  -0.116  -0.571
H  -4.739  1.523  0.130
O  -2.870  2.967  2.108
C  -3.043  2.102  3.046
O  -2.527  0.925  2.962
C  -3.874  2.426  4.268
C  -4.095  3.757  4.651
C  -4.914  4.062  5.752
C  -5.497  3.031  6.503
C  -5.224  1.698  6.166
C  -4.378  1.409  5.086
H  -3.601  4.572  4.120
H  -5.089  5.095  6.051
H  -6.163  3.249  7.339
H  -5.643  0.881  6.756
H  -4.075  0.379  4.884

Atomic partial charges in e from the Löwdin method, atoms 1 to 4:
1 P 0.769
2 P 0.775
3 C -0.430
4 C -0.408

***

No. 5
Computed, not measured: a cluster of 2 separate species, C22H36F2N4O8PS2Si in total, with ωB97M-V/def2-TZVPD.

## Properties
Charge: +1
F_max in Eh/bohr: 0.1151
Spin multiplicity: 1
Gap between HOMO and LUMO in eV: 6.63
HOMO energy in eV: -11.1
DFT total energy in eV: -90001.55545
LUMO in eV: -4.50
Energy above the lowest of the compared OMol25 structures with the same formula, charge and spin in kJ/mol: 0.00

Element x y z (Å)
C  -4.982  -0.916  -4.807
C  -3.473  -1.014  -4.614
C  -3.054  -1.292  -3.193
O  -3.910  -0.638  -2.235
C  -3.608  -0.793  -0.943
O  -4.286  -0.235  -0.119
C  -2.411  -1.636  -0.465
S  -2.739  -2.243  1.208
N  -1.621  -1.512  2.318
N  -1.940  -0.438  2.950
N  -0.956  -0.135  3.762
C  -0.035  -1.054  3.620
N  -0.408  -1.940  2.708
C  0.360  -3.141  2.307
F  -0.204  -4.225  2.818
F  1.538  -2.987  2.911
C  0.626  -3.286  0.829
C  1.616  -2.193  0.403
Si  1.918  -1.991  -1.476
C  0.701  -2.981  -2.532
C  3.626  -2.604  -1.928
C  1.714  -0.144  -1.797
C  1.093  0.383  -2.891
C  0.961  1.740  -3.017
C  1.446  2.557  -2.052
C  2.085  2.045  -0.965
C  2.216  0.697  -0.827
O  -2.756  0.105  -5.170
C  -2.218  -0.170  -6.383
O  -1.291  -0.921  -6.529
C  -2.792  0.551  -7.607
S  -4.286  1.537  -7.272
H  -5.337  0.083  -4.603
H  -5.437  -1.649  -4.148
H  -5.200  -1.235  -5.818
H  -3.145  -1.876  -5.192
H  -2.034  -0.945  -3.047
H  -3.068  -2.364  -3.020
H  -2.210  -2.521  -1.056
H  -1.510  -1.026  -0.529
H  0.892  -1.118  4.155
H  1.119  -4.247  0.715
H  -0.278  -3.346  0.238
H  2.585  -2.321  0.872
H  1.227  -1.240  0.768
H  1.213  -3.528  -3.317
H  -0.011  -2.331  -3.034
H  0.126  -3.723  -1.978
H  3.843  -2.472  -2.983
H  3.657  -3.680  -1.750
H  4.422  -2.171  -1.328
H  0.695  -0.268  -3.651
H  0.448  2.166  -3.859
H  1.338  3.626  -2.108
H  2.474  2.669  -0.179
H  2.712  0.291  0.040
H  -3.048  -0.188  -8.353
H  -2.040  1.215  -8.012
H  -5.249  0.674  -7.619
C  3.321  4.716  4.937
O  3.124  3.293  5.102
P  2.710  2.737  6.608
O  2.909  1.282  6.451
O  1.156  3.204  6.461
C  0.340  2.432  5.595
O  2.674  2.922  8.241
C  2.987  4.226  8.792
H  3.498  4.909  3.883
H  2.434  5.268  5.254
H  4.187  5.051  5.507
H  0.789  1.462  5.385
H  0.184  2.966  4.655
H  -0.625  2.277  6.074
H  2.299  4.982  8.409
H  4.014  4.505  8.555
H  2.881  4.166  9.871

Atomic partial charges in e from the Löwdin method, atoms 1 to 4:
1 C -0.015
2 C -0.319
3 C -0.105
4 O 0.055

***

No. 6
Computed, not measured: a structure of composition C22H36MnN8OS, with ωB97M-V/def2-TZVPD.

## Properties
Charge: +2
F_max in Eh/bohr: 0.0963
Spin multiplicity: 4
Gap between HOMO and LUMO (alpha / beta) in eV: 7.79 / 7.55
HOMO energy (alpha / beta) in eV: -14.5 / -14.5
DFT total energy in eV: -79507.16155
LUMO (alpha / beta) in eV: -6.72 / -6.95

Element x y z (Å)
Mn  0.874  -0.843  1.950
C  -0.899  -5.570  3.537
N  -0.173  -4.868  2.476
C  1.018  -5.585  2.027
C  -0.149  -3.482  2.477
N  0.885  -2.759  2.254
N  -1.377  -2.882  2.706
C  -1.758  -1.560  2.694
N  -3.092  -1.381  2.859
N  -0.949  -0.586  2.544
H  -0.847  -6.656  3.405
H  -1.962  -5.307  3.539
H  -0.474  -5.324  4.517
H  0.799  -6.646  1.862
H  1.819  -5.509  2.771
H  1.379  -5.186  1.073
H  1.974  -3.170  1.940
H  -2.136  -3.491  2.455
H  -3.470  -1.936  3.617
H  -3.318  -0.404  3.001
H  -1.248  0.578  2.461
C  0.341  5.316  -1.394
C  0.817  5.182  0.070
C  2.232  5.795  0.147
C  -0.146  6.019  0.941
C  0.852  3.734  0.586
C  1.263  3.463  1.895
C  1.287  2.154  2.338
N  0.934  1.101  1.580
C  0.527  1.317  0.298
C  0.483  2.628  -0.205
C  0.142  0.107  -0.513
C  -0.295  0.180  -1.845
C  -0.648  -0.976  -2.575
C  -0.542  -2.198  -1.909
C  -0.105  -2.210  -0.597
N  0.231  -1.106  0.097
C  -1.124  -0.861  -4.033
C  -0.017  -0.212  -4.891
C  -2.395  0.013  -4.098
C  -1.470  -2.220  -4.684
H  0.334  6.366  -1.713
H  -0.678  4.934  -1.524
H  0.999  4.775  -2.084
H  2.243  6.818  -0.246
H  2.949  5.206  -0.437
H  2.608  5.843  1.175
H  -0.215  7.050  0.574
H  0.180  6.072  1.985
H  -1.156  5.594  0.932
H  1.565  4.251  2.576
H  1.601  1.909  3.349
H  0.159  2.795  -1.223
H  -0.370  1.140  -2.340
H  -0.787  -3.144  -2.376
H  -0.010  -3.143  -0.047
H  0.217  0.807  -4.566
H  -0.317  -0.152  -5.944
H  0.912  -0.794  -4.842
H  -2.212  1.037  -3.756
H  -3.193  -0.405  -3.473
H  -2.776  0.081  -5.124
H  -0.601  -2.889  -4.707
H  -1.803  -2.088  -5.720
H  -2.279  -2.730  -4.148
O  4.917  -1.112  0.051
S  4.250  -1.275  1.373
N  2.765  -1.022  1.319
H  1.437  -0.583  3.563

Atomic partial charges in e from the Löwdin method, atoms 1 to 4:
1 Mn 0.686
2 C -0.021
3 N -0.142
4 C -0.038